The following is a quantum chemistry calculation of one molecule with the formula C4H9NOS in a non-equilibrium geometry, from OMol25.

Structure (ORCA input):
```
! wB97M-V def2-TZVPD RIJCOSX def2/J DEFGRID3
* xyz 0 1
N -0.72653 -1.68078 0.11226
C 0.27818 -0.78038 -0.45643
C 0.30950 -0.76004 -1.97757
O -0.58376 -1.10591 -2.68419
C 0.11238 0.76317 -0.13303
C -0.39908 0.87248 1.35075
S -0.06115 2.60263 1.94780
H -1.55237 -1.57492 -0.46960
H -0.36307 -2.61478 -0.05469
H 1.25274 -1.01185 -0.02746
H 1.29774 -0.34303 -2.29860
H 1.12032 1.14865 -0.05829
H -0.64185 1.22619 -0.75835
H 0.21876 0.22925 1.95893
H -1.45547 0.64890 1.37783
H 1.19364 2.38043 2.17064
*
```

Computed properties:
* LUMO: 0.710 eV
* frontier orbital gap: 9.70 eV
* E_HOMO: -0.330 Eh
* energy above the lowest of the compared OMol25 structures with the same formula, charge and spin: 163.4 kJ/mol
* max |F|: 3.2 eV Å⁻¹
* SMILES: N[C@@H](C=O)CCS

These are the natural (NBO) partial charges, in e, on atoms 1 to 5:
1. N -0.825
2. C -0.162
3. C 0.442
4. O -0.526
5. C -0.418



The following is a quantum chemistry calculation of C53H32AsF21GeMoN3O2P2S3 as an isolated structure in a non-equilibrium geometry, from OMol25.

Structure (ORCA input):
```
! wB97M-V def2-TZVPD RIJCOSX def2/J DEFGRID3
* xyz 2 4
Mo 0.18315 -0.51761 -0.53553
C -0.37420 -3.29338 -0.03683
N -0.38458 -2.71248 1.33828
P 1.17916 -1.90283 1.44339
C 1.20378 -1.17686 3.10008
C 1.30871 0.19253 3.33103
C 1.37811 0.67769 4.63214
C 1.33726 -0.20344 5.70091
C 1.24532 -1.57387 5.47428
C 1.19763 -2.06205 4.18378
C 2.36317 -3.25591 1.57905
C 3.71056 -2.90739 1.69863
C 4.66477 -3.88937 1.90603
C 4.27819 -5.22183 1.98880
C 2.93760 -5.56610 1.89578
C 1.97363 -4.58544 1.69681
P -1.52455 -1.33262 1.33753
C -1.95239 -1.25096 3.09582
C -2.45725 -0.06311 3.61360
C -2.93776 -0.02001 4.91349
C -2.91551 -1.16447 5.69530
C -2.40642 -2.35033 5.18006
C -1.92272 -2.40072 3.88050
C -3.01655 -1.97629 0.55651
C -3.64324 -1.20700 -0.42014
C -4.76112 -1.70338 -1.07830
C -5.23779 -2.96837 -0.77463
C -4.62841 -3.72757 0.22101
C -3.52994 -3.22935 0.89663
H 0.46463 -3.95679 -0.18782
H -0.26828 -2.49345 -0.79689
H -1.29797 -3.79877 -0.28946
H 1.35423 0.88703 2.50732
H 1.47508 1.74239 4.80289
H 1.40100 0.17312 6.71420
H 1.22072 -2.26280 6.30909
H 1.16321 -3.13197 4.01293
H 4.00855 -1.86453 1.66329
H 5.70691 -3.61684 2.02063
H 5.02344 -5.99269 2.13913
H 2.63467 -6.60085 1.98496
H 0.92910 -4.86411 1.65646
H -2.48146 0.82923 3.00167
H -3.33999 0.90302 5.31136
H -3.30140 -1.13653 6.70626
H -2.39066 -3.24543 5.78869
H -1.52220 -3.32486 3.48608
H -3.26994 -0.21536 -0.64294
H -5.26404 -1.10542 -1.82931
H -6.09398 -3.36607 -1.30437
H -5.01758 -4.70566 0.47365
H -3.06905 -3.81302 1.68476
O 0.18859 -0.34380 -6.04659
C -1.02852 -0.07663 -5.72870
C -1.93410 0.17993 -6.79462
C -3.23729 0.40904 -6.51956
C -3.71628 0.38788 -5.16948
C -2.85745 0.17183 -4.11767
C -1.49966 -0.03880 -4.34914
C -0.59479 -0.20574 -3.25399
O -1.03265 -0.22268 -1.98947
N 0.67402 -0.31619 -3.48025
N 1.36912 -0.50531 -2.33185
C 2.65546 -0.80752 -2.50667
S 3.65004 -1.05588 -1.13798
C 4.90517 -1.97777 -2.06496
C 5.03075 -1.32536 -3.42674
S 3.35633 -0.99003 -4.04026
H 0.71660 -0.56479 -5.23001
H -1.54664 0.16326 -7.80447
H -3.93086 0.60184 -7.32724
H -4.76918 0.54981 -4.98085
H -3.21037 0.17149 -3.09617
H 4.56175 -3.00984 -2.12922
H 5.83719 -1.92858 -1.50425
H 5.49947 -1.99853 -4.14251
H 5.58454 -0.38865 -3.39294
F 1.50835 -3.24750 -2.18496
As 0.53779 -4.00409 -3.47462
F -0.74990 -2.91158 -2.98919
F 1.06876 -2.76221 -4.57521
F -0.45777 -4.66338 -4.69303
F 1.88573 -4.96510 -3.87712
F -0.02517 -5.13589 -2.30776
F -0.39839 5.58911 2.32491
C -1.35990 4.70322 2.07722
C -1.14883 3.67424 1.17098
C -2.18762 2.78171 0.97001
F -2.05047 1.78084 0.07384
C -3.38868 2.88348 1.63617
F -4.36254 1.99800 1.42910
C -3.57175 3.92623 2.52769
F -4.72291 4.04847 3.16378
C -2.55825 4.84066 2.75206
F -2.74858 5.83500 3.60321
Ge 0.44730 3.54471 0.08364
S 1.26067 1.42213 0.01798
C 2.01667 4.38032 0.83073
C 2.96677 5.04845 0.07272
F 2.79041 5.22030 -1.24101
C 4.13547 5.52471 0.63453
F 5.03880 6.14998 -0.10579
C 4.37224 5.31830 1.98221
F 5.49190 5.75656 2.52530
C 3.45374 4.63443 2.76264
F 3.70750 4.40941 4.04502
C 2.29973 4.17293 2.17270
F 1.43576 3.46786 2.92375
C -0.02420 4.30766 -1.64115
C -0.04956 3.65471 -2.85530
F 0.26445 2.34966 -2.93209
C -0.38747 4.29153 -4.03021
F -0.41559 3.61283 -5.17893
C -0.70277 5.63707 -4.00373
F -1.02702 6.25998 -5.12125
C -0.68306 6.33032 -2.80450
F -0.99004 7.61711 -2.78002
C -0.34748 5.65649 -1.64903
F -0.32885 6.33519 -0.49630
*
```

Computed properties:
* LUMO (spin up / spin down): -7.694 / -8.530 eV
* <S²>: 3.834
* frontier orbital gap (spin up / spin down): 5.95 / 5.10 eV
* E_HOMO (spin up / spin down): -0.501 / -0.501 Eh
* energy above the lowest of the compared OMol25 structures with the same formula, charge and spin: 0.0 kJ/mol
* max |F|: 2.2 eV Å⁻¹

These are the Mulliken partial charges, in e, on atoms 1 to 5:
1. Mo -0.052
2. C -3.093
3. N 0.457
4. P 0.394
5. C 0.485



The following is a quantum chemistry calculation of a 13-piece molecular cluster, C40H71N7O6S6 overall in a non-equilibrium geometry, from OMol25.

Structure (ORCA input):
```
! wB97M-V def2-TZVPD RIJCOSX def2/J DEFGRID3
* xyz 0 1
C 6.36171 -1.24891 5.78038
S 6.69449 -1.15285 7.59868
O 8.21698 -1.06539 7.86829
C 5.96672 0.51853 7.85657
H 6.24978 -2.30642 5.54109
H 7.15329 -0.84358 5.15013
H 5.40830 -0.73238 5.66954
H 4.91310 0.63987 7.60506
H 6.49538 1.18903 7.17904
H 6.12465 0.88482 8.87097
C -4.89571 -8.13585 -2.88391
S -3.73633 -7.76850 -4.25837
O -4.29588 -8.60615 -5.40946
C -4.29509 -5.98175 -4.45264
H -5.91491 -8.00759 -3.24843
H -4.66578 -7.47042 -2.05179
H -4.73557 -9.11099 -2.42395
H -3.95521 -5.55150 -5.39470
H -4.14497 -5.22370 -3.68392
H -5.37999 -6.07400 -4.50335
C -3.69701 0.21420 8.05572
S -2.17813 1.26960 8.06249
O -0.95238 0.33360 7.82360
C -2.50338 1.98625 6.40817
H -4.60015 0.76280 7.78834
H -3.75809 -0.31744 9.00532
H -3.50234 -0.51716 7.27131
H -3.18529 2.82165 6.56693
H -2.78873 1.28136 5.62727
H -1.60925 2.51676 6.08079
C 1.51987 -2.73512 -7.09858
S 1.09238 -1.63806 -8.49042
O 1.23585 -2.47374 -9.80773
C 2.61165 -0.51928 -8.36653
H 1.33736 -2.35326 -6.09411
H 2.55664 -3.04662 -7.22580
H 0.77340 -3.52469 -7.18505
H 2.89261 -0.30234 -7.33595
H 2.38378 0.48726 -8.71729
H 3.49120 -0.93120 -8.86132
C 0.36962 -4.57974 5.65055
S 1.45916 -5.51501 4.47688
O 2.58376 -4.66421 3.84233
C 2.27626 -6.55241 5.74395
H -0.17821 -3.78216 5.14870
H 1.07697 -4.11232 6.33559
H -0.34033 -5.28526 6.08220
H 2.87566 -5.92860 6.40703
H 2.97924 -7.20098 5.22121
H 1.49733 -7.10263 6.27180
C -4.98507 2.18128 -5.86417
S -3.95258 3.68891 -5.71935
O -2.53923 3.35516 -6.14604
C -4.59231 4.65634 -7.11582
H -5.87029 2.26003 -5.23307
H -4.45562 1.29987 -5.50237
H -5.39429 1.78088 -6.79170
H -4.70077 3.94791 -7.93708
H -3.87310 5.45032 -7.31687
H -5.55784 5.11771 -6.90848
N -0.48651 10.36019 -3.81134
C -1.16522 9.57544 -2.91672
C -0.17179 8.71528 -2.41286
C 1.12343 9.07060 -2.99805
C 0.85174 10.05675 -3.94288
H -0.89318 10.97478 -4.50200
H -2.21965 9.65785 -2.69810
H -0.39508 8.07310 -1.57372
H 2.01249 8.46858 -2.88170
H 1.45792 10.50639 -4.71538
N -8.35482 4.41674 0.37869
C -7.23810 5.18977 0.02346
C -6.13327 4.46239 0.35481
C -6.55662 3.26768 0.87975
C -7.92207 3.26509 0.92242
H -9.32586 4.57511 0.15043
H -7.33141 6.15064 -0.46073
H -5.11611 4.74843 0.13129
H -5.92091 2.41393 1.06240
H -8.68205 2.57422 1.25637
N 9.06422 0.26303 -0.66657
C 8.50454 1.14461 0.28858
C 7.12138 1.06038 0.21997
C 6.83090 0.04668 -0.73207
C 8.03571 -0.35607 -1.33739
H 10.04801 0.18491 -0.88144
H 9.14805 1.85452 0.78690
H 6.39901 1.59845 0.81585
H 5.82719 -0.29504 -0.93748
H 8.27565 -1.14509 -2.03474
N -0.40695 1.60841 -0.85620
C -0.38301 0.27059 -1.05327
C 0.08911 -0.37637 0.09339
C 0.36523 0.62611 0.90461
C -0.02818 1.88283 0.42774
H -0.74866 2.25170 -1.55585
H -0.69120 -0.20136 -1.97451
H 0.20035 -1.43178 0.29370
H 0.84323 0.42378 1.85169
H 0.04370 2.91071 0.75130
N -7.94768 -3.97854 -0.11426
C -6.95459 -3.03858 0.02748
C -5.88327 -3.56610 0.74350
C -6.35328 -4.80200 1.28951
C -7.57842 -5.09537 0.60164
H -8.81745 -3.92694 -0.62509
H -7.02658 -2.09019 -0.48415
H -4.93040 -3.09501 0.93452
H -5.73000 -5.45897 1.87801
H -8.11732 -6.03086 0.63047
N 4.78908 6.75495 5.11197
C 3.97814 6.19224 4.23546
C 4.39286 6.32669 2.93006
C 5.68180 6.78909 3.09950
C 5.92033 7.04266 4.39827
H 4.65749 6.77714 6.11311
H 3.03991 5.86939 4.66193
H 3.95000 6.15986 1.95926
H 6.39603 7.01804 2.32242
H 6.76548 7.40800 4.96275
N 3.43121 -6.56144 -1.60896
C 2.50438 -7.23325 -2.35781
C 3.13454 -7.61957 -3.56560
C 4.48863 -7.29158 -3.39930
C 4.61686 -6.58751 -2.25344
H 3.24426 -6.12051 -0.71973
H 1.54467 -7.40925 -1.89480
H 2.66482 -8.14474 -4.38410
H 5.26070 -7.45993 -4.13549
H 5.44346 -5.95326 -1.96908
*
```

Computed properties:
* LUMO: 0.002 eV
* frontier orbital gap: 7.96 eV
* E_HOMO: -0.292 Eh
* energy above the lowest of the compared OMol25 structures with the same formula, charge and spin: 608.0 kJ/mol
* max |F|: 6.1 eV Å⁻¹

These are the Mulliken partial charges, in e, on atoms 1 to 5:
1. C -0.800
2. S 0.481
3. O -0.616
4. C -0.954
5. H 0.310



The following is a quantum chemistry calculation of C24H19N4O5Pd as an isolated structure in a non-equilibrium geometry, from OMol25.

Structure (ORCA input):
```
! wB97M-V def2-TZVPD RIJCOSX def2/J DEFGRID3
* xyz 1 5
Pd 0.13435 -0.31354 -0.49432
O 5.11070 -3.31142 1.79936
C 4.00148 -2.72584 1.21683
C 2.84912 -3.39159 0.74900
C 1.83067 -2.63728 0.21132
N 1.82846 -1.31058 0.10960
C 2.92343 -0.65947 0.52985
C 3.98879 -1.30780 1.08303
C 2.90452 0.79377 0.33821
O 3.81332 1.52834 0.65113
O 1.75416 1.22061 -0.27698
C 0.60981 -3.29267 -0.25589
O 0.38993 -4.47068 -0.09399
O -0.27690 -2.40431 -0.81285
H 5.03385 -4.27486 1.76951
H 2.80332 -4.45984 0.84123
H 4.87296 -0.77001 1.40318
N -0.67526 -1.04003 1.59211
C -1.72268 -0.56767 2.42774
C -2.35016 -1.42474 3.34655
C -3.35543 -0.93189 4.17154
C -3.67949 0.43866 4.11851
C -3.02575 1.26697 3.20841
C -2.09014 0.77109 2.28960
C -1.43890 1.65526 1.30470
C -1.29343 2.99057 1.67683
C -0.85602 3.97382 0.78622
C -0.90971 3.67998 -0.57234
C -1.19715 2.37455 -0.94144
C -0.99455 1.37831 -0.00874
H -0.85559 -2.02983 1.41379
H 0.22364 -0.97027 2.07568
H -2.07448 -2.46915 3.39315
H -3.89297 -1.61626 4.81259
H -4.46284 0.86236 4.73122
H -3.28915 2.30820 3.09820
H -1.56319 3.26421 2.68194
H -0.58100 4.97600 1.13017
H -0.77943 4.45359 -1.33661
H -1.49479 2.11428 -1.96020
N 1.45831 1.71510 -3.00600
C 0.49342 0.94407 -3.49051
C -0.05826 1.25833 -4.77114
C -1.02727 0.43429 -5.31602
C -1.44033 -0.68324 -4.58471
C -0.81872 -0.95115 -3.36746
N 0.07635 -0.13692 -2.78633
H 1.73410 2.52989 -3.52404
H 1.76122 1.60061 -2.03288
H 0.33617 2.12379 -5.29619
H -1.43395 0.66923 -6.28687
H -2.24296 -1.33333 -4.93177
H -1.05160 -1.84149 -2.81389
*
```

Computed properties:
* LUMO (spin up / spin down): -3.240 / -6.397 eV
* <S²>: 6.034
* frontier orbital gap (spin up / spin down): 7.83 / 4.65 eV
* E_HOMO (spin up / spin down): -0.407 / -0.406 Eh
* max |F|: 3.2 eV Å⁻¹

These are the natural (NBO) partial charges, in e, on atoms 1 to 5:
1. Pd 1.366
2. O -0.625
3. C 0.389
4. C -0.262
5. C 0.103